Record 1
{
  "formula": "C2H4N4O3",
  "method": "ωB97M-V/def2-TZVPD",
  "e_above_lowest_ev": 5.962,
  "homo_lumo_gap_ev": [7.712, 8.081],
  "charge": 0,
  "symbols": ["C", "C", "N", "N", "N", "N", "O", "O", "O", "H", "H", "H", "H"],
  "positions_angstrom": [[1.965067, 0.912436, 0.057083], [-1.404902, -0.388759, -0.175857], [0.943400, -0.097600, 0.325199], [-0.250221, 0.173609, -0.038574], [1.285132, -2.755834, 0.042333], [-2.605366, 0.417011, -0.047523], [1.798386, -1.741783, -0.195273], [-3.607036, -0.267176, 0.175447], [-2.556836, 1.626412, 0.021955], [2.404809, 0.684932, -0.886333], [2.479301, 1.077616, 0.965737], [1.243923, 1.831353, 0.083396], [-1.695661, -1.472221, -0.327595]],
  "atomic_forces_ev_per_a": [[-4.3, 1.9, 0.4], [1.7, -1.7, -0.5], [-2.3, 0.7, 0.7], [-1.0, 0.2, 0.5], [1.1, 2.2, -0.6], [-0.5, 0.0, 1.2], [-0.2, -4.0, -0.1], [0.4, 0.5, -0.6], [0.1, -0.2, -0.4], [1.0, 0.4, -0.4], [1.6, -0.5, 0.4], [1.8, -1.0, -1.0], [0.6, 1.4, 0.3]]
}



Record 2
{
  "formula": "C4H6O2",
  "method": "ωB97M-V/def2-TZVPD",
  "e_above_lowest_ev": 2.543,
  "homo_lumo_gap_ev": 10.248,
  "smiles": "C1O[C@H]2C[C@H]2O1",
  "charge": 0,
  "symbols": ["C", "C", "O", "C", "O", "C", "H", "H", "H", "H", "H", "H"],
  "positions_angstrom": [[-0.961988, -0.273326, -0.933902], [0.322534, 0.494287, -0.816959], [0.534923, 1.295691, 0.303828], [0.264605, 0.471568, 1.422654], [0.438842, -0.881189, 1.043507], [0.258744, -0.912952, -0.338847], [-1.305366, -0.589156, -1.908812], [-1.749227, -0.000041, -0.236357], [1.047951, 0.563932, -1.609673], [0.968117, 0.710921, 2.220801], [-0.771381, 0.630853, 1.759650], [0.952246, -1.510589, -0.905890]],
  "atomic_forces_ev_per_a": [[-0.1, 0.0, -0.1], [0.3, -0.5, 0.0], [0.0, 0.1, 0.1], [-0.1, 0.1, 0.4], [0.0, 0.0, 0.1], [0.4, 0.4, -0.3], [0.0, 0.0, 0.0], [0.1, -0.1, -0.2], [-0.3, 0.9, -0.3], [-0.1, 0.0, 0.0], [0.2, 0.0, 0.0], [-0.4, -0.9, 0.3]]
}



Record 3
{
  "formula": "C2H4Br2",
  "method": "ωB97M-V/def2-TZVPD",
  "e_above_lowest_ev": 1.368,
  "homo_lumo_gap_ev": 10.523,
  "smiles": "C=CBr.Br",
  "charge": 0,
  "symbols": ["C", "C", "Br", "Br", "H", "H", "H", "H"],
  "positions_angstrom": [[1.958514, -0.247100, -0.167051], [0.693614, -0.097587, -0.379398], [-0.431223, -1.604545, 0.077057], [-3.872302, 0.663908, 0.008306], [-3.508122, 1.091189, 1.263193], [2.315856, -1.218396, 0.395190], [2.567640, 0.589421, -0.458944], [0.276026, 0.823110, -0.738350]],
  "atomic_forces_ev_per_a": [[1.8, -2.0, 1.5], [-1.5, -1.0, 0.3], [-0.1, 0.9, -0.3], [-0.3, -0.4, -1.2], [0.3, 0.4, 1.2], [-0.2, 2.3, -1.5], [0.7, -0.1, 0.2], [-0.6, -0.1, -0.3]]
}



Record 4
{
  "formula": "C17H23N3O4",
  "method": "ωB97M-V/def2-TZVPD",
  "e_above_lowest_ev": 16.814,
  "homo_lumo_gap_ev": 7.901,
  "smiles": "CCCCCNC(=O)c1ccc2c(=O)n(CCOC)c(=O)[nH]c2c1",
  "charge": 0,
  "symbols": ["C", "C", "C", "C", "H", "H", "C", "N", "C", "O", "C", "C", "C", "C", "C", "C", "H", "H", "C", "O", "N", "C", "O", "N", "H", "C", "C", "O", "C", "H", "H", "H", "H", "H", "H", "H", "H", "H", "H", "H", "H", "H", "H", "H", "H", "H", "H"],
  "positions_angstrom": [[9.081187, 2.133987, 0.196791], [7.665679, 2.082909, 0.229606], [7.091171, 0.903535, -0.392388], [5.466785, 0.731677, -0.273480], [5.149892, 0.635817, 0.653143], [4.924226, 1.543957, -0.702966], [4.753246, -0.643818, -0.691723], [3.383326, -0.553157, -0.853191], [2.715608, -1.505105, -0.112535], [3.380662, -2.493391, 0.523505], [1.218290, -1.183349, 0.043578], [0.565619, -0.049451, 0.073481], [-0.696228, -0.242591, 0.133557], [-1.475538, -1.130635, 0.186281], [-0.883025, -2.474389, -0.119996], [0.429556, -2.573256, 0.083252], [1.035873, -3.654800, -0.079535], [-1.534076, -3.389946, 0.028214], [-2.855558, -1.021971, 0.142436], [-3.729023, -2.035240, 0.229259], [-3.512859, 0.150792, 0.297588], [-2.834729, 1.407167, 0.637092], [-3.214164, 2.521959, 0.678082], [-1.419264, 1.196174, 0.580636], [-0.811916, 2.163409, 0.247587], [-4.827025, 0.339807, 0.441368], [-5.463820, 0.501720, -0.934627], [-6.834214, 0.955284, -0.990002], [-7.466383, 1.896164, -0.197878], [-8.402880, 1.952273, -0.518102], [-7.300723, 1.965246, 0.729903], [-6.900538, 2.815994, -0.762669], [-5.198536, -0.069976, -1.620370], [-5.030515, 1.499402, -1.287408], [-5.374219, -0.695575, 0.785788], [-5.083328, 1.312363, 1.207579], [1.285675, 0.762264, 0.101556], [2.867419, 0.159985, -0.930986], [5.216391, -1.348837, -0.320973], [5.003691, -0.452348, -1.821340], [7.295098, 0.670221, -1.258489], [7.220815, 0.021311, 0.385577], [7.132585, 2.114776, 1.316167], [7.034812, 2.816599, -0.251624], [9.318716, 3.112620, 0.471046], [9.633216, 1.225963, 0.621128], [9.413918, 1.979323, -0.889549]],
  "atomic_forces_ev_per_a": [[3.1, -2.0, -2.6], [-5.7, 0.0, 2.8], [-6.1, -3.5, 10.7], [1.0, -0.3, -2.6], [-0.6, 1.0, 5.3], [-0.4, 0.7, -0.7], [0.9, 11.2, -10.0], [1.3, -9.7, 4.3], [2.5, -2.2, 3.2], [-4.1, 4.8, -3.5], [1.7, -8.8, -0.2], [7.9, 0.6, -0.6], [-1.5, 16.8, 2.6], [-5.3, -13.4, -2.5], [-2.2, -0.7, 3.0], [3.9, 0.2, -2.0], [-1.6, 3.5, 0.8], [0.6, 1.3, -0.9], [-8.6, -4.5, 2.5], [4.7, 3.1, -1.3], [4.9, 4.1, 1.4], [5.4, -2.7, -3.1], [-2.2, 1.1, 0.9], [2.5, 0.9, -1.8], [-2.6, -3.8, 1.4], [-8.0, -1.8, 2.1], [-2.3, 11.3, 6.0], [-0.4, -5.4, -0.6], [5.5, 3.1, -8.4], [-4.1, 0.0, -0.9], [1.2, -0.1, 7.3], [-1.6, -0.4, 2.1], [1.4, -6.2, -5.7], [0.7, -0.8, 0.1], [1.6, 2.6, 0.1], [0.7, -3.0, -2.4], [-1.3, 1.1, 0.1], [-3.9, 7.5, -1.4], [3.3, -7.5, 3.7], [0.8, -1.8, 1.3], [2.8, -2.2, -8.8], [1.0, 1.0, -2.0], [1.7, 0.0, -2.0], [0.9, 1.6, -0.3], [1.6, 1.2, 0.9], [-0.9, 1.6, 0.4], [-0.4, 0.7, 1.1]]
}



Record 5
{
  "formula": "C26H27IMnN4O5Si",
  "method": "ωB97M-V/def2-TZVPD",
  "multiplicity": 4,
  "homo_lumo_gap_ev": [4.959, 5.266],
  "charge": 2,
  "symbols": ["Mn", "C", "C", "N", "C", "C", "N", "C", "O", "O", "C", "O", "O", "H", "H", "H", "H", "H", "C", "Si", "C", "C", "N", "C", "C", "C", "C", "C", "C", "O", "C", "C", "C", "C", "C", "C", "H", "H", "H", "H", "H", "H", "H", "H", "H", "H", "H", "H", "H", "H", "H", "H", "H", "H", "I", "C", "C", "C", "C", "C", "N", "H", "H", "H", "H"],
  "positions_angstrom": [[-0.126923, -0.260707, -0.022133], [1.709789, 4.202271, 2.059794], [0.921297, 4.002786, 0.814055], [0.550796, 2.848755, 0.297261], [-0.181988, 3.164019, -0.823487], [-0.256608, 4.527122, -0.980869], [0.454691, 5.028201, 0.063214], [-0.867733, 5.522121, -1.922929], [-1.572519, 5.063961, -2.936980], [-0.683455, 6.687735, -1.704144], [-0.795556, 2.137314, -1.664372], [-1.469641, 2.368497, -2.639008], [-0.543378, 0.868593, -1.309282], [2.504273, 3.461599, 2.126615], [1.071810, 4.107024, 2.939434], [2.164019, 5.191310, 2.080309], [0.573341, 6.024845, 0.199716], [-1.620657, 4.083547, -2.939363], [-2.712039, 1.682284, 1.225758], [-3.340473, 0.132386, 0.408418], [-4.834108, -0.446057, 1.350396], [-3.767087, 0.171276, -1.391090], [-1.862005, -0.991842, 0.482338], [-1.835662, -2.287931, 0.816164], [-2.904560, -3.028562, 1.404593], [-2.762484, -4.364635, 1.662633], [-1.570465, -5.034434, 1.354781], [-0.487193, -4.355861, 0.794604], [-0.635820, -3.020166, 0.551706], [0.345972, -2.223963, -0.003495], [1.550886, -2.816427, -0.498004], [1.620049, -3.077274, -1.849462], [2.806519, -3.603691, -2.345478], [3.871577, -3.848767, -1.488711], [3.761864, -3.577812, -0.129711], [2.583942, -3.052420, 0.384561], [-3.337516, 2.529695, 0.934224], [-1.679500, 1.946420, 0.999996], [-2.802912, 1.578261, 2.310115], [-5.558120, 0.367594, 1.229347], [-4.677692, -0.571095, 2.422655], [-5.311626, -1.335914, 0.940435], [-4.524262, 0.945417, -1.545224], [-4.216922, -0.782109, -1.674842], [-2.939187, 0.386326, -2.062966], [-3.817315, -2.518918, 1.656881], [-3.578955, -4.913001, 2.111410], [-1.482859, -6.093785, 1.554203], [0.430905, -4.870410, 0.549630], [0.770937, -2.884721, -2.493787], [2.892167, -3.827659, -3.399887], [4.790314, -4.263162, -1.880484], [4.590117, -3.784150, 0.534369], [2.468339, -2.845221, 1.441707], [0.946210, 0.188122, 2.497791], [2.399392, 0.362805, 0.992957], [3.722321, 0.674246, 1.190538], [4.510573, 0.782334, 0.048541], [3.948944, 0.582203, -1.204346], [2.607360, 0.266880, -1.296189], [1.851238, 0.151084, -0.199435], [4.124600, 0.832587, 2.180714], [5.559456, 1.031304, 0.143141], [4.540499, 0.672527, -2.103880], [2.113047, 0.107262, -2.245432]],
  "atomic_forces_ev_per_a": [[-0.4, -0.3, 0.7], [0.0, 0.0, 0.0], [0.0, 0.0, 0.0], [0.0, 0.0, 0.0], [-0.1, 0.0, 0.0], [0.0, 0.0, 0.0], [0.0, 0.0, 0.0], [0.0, -0.1, 0.0], [0.0, 0.1, 0.0], [0.0, 0.1, 0.0], [0.3, -0.5, 0.2], [-0.1, 0.1, -0.1], [-0.6, 0.8, -0.8], [0.0, 0.0, 0.0], [0.0, 0.0, 0.0], [0.0, 0.0, 0.0], [0.0, 0.0, 0.0], [0.0, -0.1, 0.0], [0.0, -0.1, 0.0], [-0.3, 0.3, 0.1], [0.0, 0.0, 0.0], [0.1, 0.0, -0.1], [0.9, -0.3, -0.2], [-0.1, 0.2, 0.0], [-0.1, -0.2, 0.1], [-0.3, 0.2, 0.1], [0.3, 0.2, -0.2], [-0.1, -0.4, 0.1], [0.6, 0.5, -0.4], [-0.5, -0.7, 0.3], [0.1, -0.1, -0.1], [-0.1, 0.0, 0.0], [0.0, 0.0, 0.0], [0.0, 0.0, 0.0], [0.0, 0.0, 0.0], [0.0, 0.0, 0.0], [0.0, 0.0, 0.0], [0.0, 0.0, 0.0], [0.0, 0.0, 0.0], [0.0, 0.0, 0.0], [0.0, 0.0, 0.0], [0.0, 0.0, 0.0], [0.0, 0.0, 0.1], [0.0, 0.0, 0.0], [0.0, 0.0, 0.0], [0.0, 0.0, 0.0], [0.0, 0.0, 0.0], [0.0, 0.0, 0.0], [0.0, 0.0, 0.0], [0.0, 0.0, 0.0], [0.0, 0.0, 0.0], [0.0, 0.0, 0.0], [0.0, 0.0, 0.0], [0.0, 0.0, 0.0], [0.1, 0.0, 0.2], [-0.1, 0.0, 0.0], [0.0, 0.0, 0.0], [0.0, 0.0, 0.0], [0.0, 0.0, 0.0], [0.0, 0.0, 0.0], [0.0, 0.1, 0.1], [0.0, 0.0, 0.0], [0.0, 0.0, 0.0], [0.0, 0.0, 0.0], [0.0, 0.0, 0.0]]
}



Record 6
{
  "formula": "C2H8S3",
  "method": "ωB97M-V/def2-TZVPD",
  "e_above_lowest_ev": 0.729,
  "homo_lumo_gap_ev": 9.537,
  "smiles": "CSS.CS",
  "charge": 0,
  "symbols": ["C", "S", "H", "H", "H", "H", "C", "S", "S", "H", "H", "H", "H"],
  "positions_angstrom": [[1.720747, -1.136402, -0.746020], [0.251509, -1.760498, -1.750842], [1.769760, -0.079833, -0.939021], [1.700081, -1.515221, 0.311608], [2.642031, -1.436840, -1.105624], [0.196757, -3.122736, -1.612313], [-0.701989, 1.098060, 1.711495], [-2.310733, 1.473846, 0.912284], [-1.854270, 2.210020, -0.857815], [-0.031427, 0.576221, 1.082222], [-0.933832, 0.460227, 2.555739], [-0.297530, 2.017675, 2.205075], [-2.151104, 1.215475, -1.766785]],
  "atomic_forces_ev_per_a": [[-1.8, -1.4, 0.9], [0.5, 0.2, 0.3], [-0.7, 0.6, 0.6], [-0.4, 1.0, -0.9], [1.7, -1.2, -1.2], [0.6, 0.8, 0.3], [-0.9, 1.3, 1.3], [0.0, -0.8, 1.4], [0.3, 0.5, -1.9], [0.7, -0.2, -0.8], [-0.3, -0.4, 0.1], [0.0, -0.7, -0.9], [0.2, 0.2, 0.8]]
}